Entry from OMol25: a structure of composition C14H15N3O4S in a non-equilibrium geometry (ωB97M-V with the def2-TZVPD basis set).

Values from the calculation:
highest occupied orbital energy = -8.0604 eV
HOMO-LUMO gap = 7.99 eV

Last column: natural (NBO) charge in e.
CARTESIAN COORDINATES (ANGSTROEM)
C: -0.846 3.008 0.710  -0.62
C: -1.251 3.057 -0.764  -0.06
H: -2.221 2.743 -1.012  0.19
H: -1.079 4.163 -1.150  0.17
O: -0.696 2.264 -1.693  -0.53
C: 0.706 2.794 -2.014  0.79
O: 1.209 3.964 -1.703  -0.55
C: 1.401 1.536 -2.929  -0.51
C: 1.904 0.541 -1.975  0.08
N: 2.955 -0.156 -1.971  -0.27
N: 3.407 -1.030 -1.139  -0.25
C: 2.344 -1.025 -0.298  0.27
N: 2.193 -1.836 0.972  -0.59
C: 1.619 -2.095 2.008  0.66
O: 1.816 -2.723 2.883  -0.54
C: 0.192 -1.401 1.912  -0.15
C: -0.471 -0.589 2.910  -0.22
C: -1.656 -0.086 2.738  -0.24
C: -2.408 -0.769 1.612  -0.16
C: -1.872 -1.466 0.762  -0.33
C: -0.719 -1.994 0.715  0.34
O: 0.077 -2.743 -0.045  -0.49
C: -0.723 -3.370 -1.147  -0.29
H: -1.031 -2.432 -1.727  0.19
H: -1.708 -4.090 -1.043  0.20
H: -0.175 -4.103 -1.654  0.21
H: -2.784 -1.807 0.000  0.20
H: -3.354 -0.362 1.484  0.21
H: -2.006 0.659 3.452  0.23
H: 0.283 -0.298 3.680  0.22
H: 3.365 -2.384 0.973  0.39
S: 0.937 0.113 -0.508  0.31
H: 2.339 1.948 -3.358  0.27
H: 0.612 1.184 -3.490  0.25
H: -1.570 3.717 1.227  0.23
H: -0.857 1.891 0.900  0.21
H: 0.066 3.176 0.682  0.19

Entry from OMol25: a structure of composition C14H15N4O9S2Tl in a non-equilibrium geometry (ωB97M-V with the def2-TZVPD basis set).

Values from the calculation:
highest occupied orbital energy (alpha / beta) = -9.3630 / -9.4000 eV
HOMO-LUMO gap (alpha / beta) = 6.66 / 4.26 eV

Last column: natural (NBO) charge in e.
CARTESIAN COORDINATES (ANGSTROEM)
Tl: 2.541 -11.884 -2.163  0.84
O: 0.996 -13.226 1.725  -0.92
S: 1.892 -13.198 0.588  2.52
O: 2.816 -14.446 0.792  -0.80
O: 1.105 -13.361 -0.734  -1.04
O: 2.888 -12.097 0.428  -1.06
O: 4.256 -8.767 -0.273  -0.66
C: 5.058 -9.790 -0.529  0.82
O: 4.823 -10.551 -1.453  -0.64
C: 6.151 -10.010 0.491  -0.17
N: 6.474 -8.842 1.319  -0.65
C: 6.982 -9.308 2.671  -0.21
C: 6.658 -10.780 2.701  -0.44
C: 5.790 -11.134 1.550  -0.38
H: 7.026 -10.456 -0.036  0.19
H: 4.643 -8.173 0.451  0.52
H: 7.198 -8.293 0.895  0.37
H: 6.439 -8.796 3.430  0.20
H: 8.097 -9.075 2.780  0.19
H: 6.292 -11.046 3.705  0.23
H: 7.605 -11.294 2.487  0.20
H: 4.703 -11.012 1.755  0.24
H: 5.936 -12.114 1.072  0.22
O: 12.199 -16.206 -0.942  -0.66
S: 11.387 -15.760 0.232  2.23
O: 10.542 -16.822 0.789  -0.69
O: 12.018 -14.838 1.235  -0.70
C: 10.306 -14.668 -0.799  0.17
N: 11.059 -13.689 -1.307  -0.41
C: 10.435 -13.138 -2.370  0.09
C: 9.116 -13.283 -2.629  -0.29
C: 8.415 -14.036 -1.747  0.23
N: 9.053 -14.872 -0.909  -0.43
C: 6.947 -14.183 -1.702  0.01
C: 6.081 -14.394 -0.624  -0.27
C: 4.699 -14.280 -0.833  0.27
N: 4.126 -14.016 -1.991  -0.47
C: 4.938 -13.988 -3.069  0.03
C: 6.289 -14.002 -2.987  -0.23
H: 11.066 -12.503 -2.964  0.21
H: 8.570 -12.702 -3.385  0.24
H: 6.479 -14.561 0.377  0.25
H: 3.669 -14.275 0.129  0.38
H: 4.366 -13.813 -3.990  0.21
H: 6.846 -13.630 -3.883  0.23